DFT (the ωB97M-V functional and the def2-TZVPD basis) results for a cluster of 14 separate species, C68H146N14 in total.

Structure (ORCA input):
```
! wB97M-V def2-TZVPD RIJCOSX def2/J DEFGRID3
* xyz 0 1
C 5.448 -1.587 7.724
C 6.058 -0.419 6.894
C 5.886 -0.612 5.421
C 4.486 -0.532 5.033
N 3.359 -0.421 4.779
H 4.554 -1.892 7.203
H 5.299 -1.267 8.780
H 6.174 -2.406 7.870
H 7.106 -0.181 7.156
H 5.467 0.497 7.071
H 6.212 -1.594 5.083
H 6.371 0.140 4.850
C -4.160 -2.728 -3.064
C -4.350 -1.540 -3.969
C -3.085 -1.079 -4.727
C -2.390 -2.206 -5.426
N -1.845 -2.963 -6.060
H -3.745 -3.597 -3.620
H -5.079 -3.004 -2.548
H -3.446 -2.509 -2.275
H -4.681 -0.716 -3.348
H -5.125 -1.870 -4.737
H -2.379 -0.659 -3.996
H -3.288 -0.394 -5.538
C -3.486 3.289 -2.498
C -2.347 3.294 -1.415
C -1.652 4.648 -1.222
C -2.592 5.648 -0.664
N -3.314 6.396 -0.137
H -2.949 3.127 -3.459
H -4.221 4.136 -2.456
H -4.006 2.344 -2.383
H -1.563 2.602 -1.711
H -2.746 2.938 -0.459
H -1.258 4.916 -2.245
H -0.786 4.576 -0.560
C 0.018 -0.038 0.900
C -1.245 0.629 1.402
C -2.541 -0.090 1.077
C -2.772 -0.121 -0.376
N -2.859 -0.066 -1.524
H 0.010 -0.053 -0.217
H -0.028 -1.109 1.272
H 0.910 0.466 1.155
H -1.374 1.633 0.913
H -1.171 0.757 2.484
H -3.352 0.498 1.494
H -2.558 -1.035 1.543
C 3.724 1.663 1.377
C 5.074 2.030 0.742
C 5.803 3.222 1.429
C 5.916 2.963 2.866
N 5.904 2.827 4.027
H 3.231 1.006 0.616
H 3.015 2.498 1.461
H 3.837 1.045 2.306
H 4.900 2.147 -0.342
H 5.634 1.159 0.884
H 5.332 4.185 1.303
H 6.863 3.293 1.066
C -4.693 2.599 2.526
C -4.506 4.030 2.897
C -3.034 4.457 2.877
C -2.291 3.676 3.863
N -1.702 2.969 4.540
H -4.321 2.275 1.518
H -5.789 2.335 2.586
H -4.247 2.005 3.377
H -4.933 4.243 3.920
H -4.989 4.658 2.167
H -2.949 5.549 3.101
H -2.499 4.301 1.897
C 0.077 -1.890 5.754
C 0.387 -2.771 4.548
C -0.820 -3.739 4.134
C -1.958 -2.883 3.774
N -2.809 -2.165 3.464
H 0.972 -1.312 5.915
H 0.143 -2.402 6.719
H -0.888 -1.329 5.668
H 1.409 -3.234 4.597
H 0.521 -2.088 3.698
H -1.122 -4.401 4.953
H -0.580 -4.376 3.243
C 1.696 5.889 4.931
C 2.594 4.766 4.415
C 1.732 3.515 3.998
C 0.915 3.790 2.841
N 0.301 3.860 1.876
H 0.997 5.498 5.727
H 1.010 6.180 4.101
H 2.249 6.744 5.392
H 3.323 4.345 5.071
H 3.124 5.114 3.514
H 0.961 3.414 4.786
H 2.276 2.543 4.012
C 1.642 -3.361 1.187
C 2.880 -2.768 1.833
N 4.069 -3.541 1.687
C 4.605 -3.591 0.330
C 5.149 -2.197 -0.135
C 5.076 -3.241 2.695
C 6.387 -4.066 2.506
H 1.411 -4.217 1.796
H 1.857 -3.626 0.147
H 0.801 -2.720 1.119
H 3.025 -1.720 1.549
H 2.653 -2.742 2.909
H 5.313 -4.389 0.236
H 3.838 -3.873 -0.345
H 6.009 -1.799 0.378
H 5.377 -2.227 -1.198
H 4.482 -1.355 -0.045
H 4.590 -3.409 3.687
H 5.337 -2.127 2.678
H 6.058 -5.049 2.185
H 6.773 -4.208 3.539
H 7.247 -3.760 1.872
C 6.615 4.738 -3.049
C 5.504 3.962 -3.706
N 4.400 3.497 -2.862
C 3.644 4.686 -2.320
C 2.532 4.289 -1.357
C 3.675 2.387 -3.303
C 4.469 1.094 -3.262
H 7.411 4.918 -3.729
H 6.993 4.080 -2.201
H 6.399 5.705 -2.590
H 5.193 4.563 -4.575
H 5.999 3.066 -4.158
H 4.373 5.379 -1.895
H 3.138 5.247 -3.189
H 1.767 3.742 -1.931
H 2.985 3.717 -0.565
H 2.171 5.237 -0.972
H 3.297 2.521 -4.299
H 2.862 2.245 -2.587
H 5.354 0.932 -3.935
H 3.769 0.300 -3.529
H 4.911 0.839 -2.303
C -0.107 2.973 -8.791
C -0.979 3.556 -7.656
N -0.293 3.259 -6.374
C -0.945 2.036 -5.775
C -0.095 1.314 -4.826
C -0.206 4.455 -5.464
C 1.199 4.759 -5.160
H 0.409 2.078 -8.380
H 0.621 3.771 -8.932
H -0.592 2.767 -9.755
H -1.091 4.648 -7.762
H -2.049 3.237 -7.624
H -1.931 2.296 -5.366
H -1.141 1.363 -6.573
H -0.534 0.372 -4.398
H 0.866 0.986 -5.223
H 0.148 1.953 -3.935
H -0.709 4.382 -4.549
H -0.650 5.311 -5.957
H 1.641 4.036 -4.451
H 1.300 5.725 -4.631
H 1.829 4.846 -6.100
C 2.251 -3.444 -4.900
C 2.799 -3.074 -3.531
N 1.820 -3.096 -2.423
C 1.158 -1.741 -2.332
C 2.100 -0.730 -1.661
C 0.909 -4.266 -2.454
C 1.637 -5.503 -1.987
H 3.006 -3.288 -5.656
H 1.305 -2.916 -4.940
H 1.983 -4.542 -4.931
H 3.666 -3.697 -3.343
H 3.223 -2.136 -3.551
H 0.717 -1.438 -3.292
H 0.265 -1.952 -1.752
H 2.082 -0.973 -0.584
H 3.069 -0.901 -2.022
H 1.785 0.319 -1.813
H 0.512 -4.480 -3.429
H 0.066 -4.081 -1.809
H 1.741 -5.466 -0.933
H 2.592 -5.531 -2.397
H 1.113 -6.448 -2.237
C -10.043 2.472 1.082
C -8.799 1.852 0.434
N -8.746 0.402 0.494
C -8.496 -0.081 1.847
C -8.615 -1.595 2.026
C -7.835 -0.221 -0.372
C -6.351 -0.075 -0.163
H -10.922 1.850 1.070
H -10.220 3.401 0.499
H -9.903 2.805 2.114
H -8.728 2.082 -0.609
H -7.937 2.261 0.926
H -7.511 0.271 2.168
H -9.243 0.411 2.457
H -8.743 -1.997 3.059
H -9.557 -1.909 1.458
H -7.685 -2.017 1.553
H -8.144 0.164 -1.354
H -8.124 -1.299 -0.374
H -5.965 0.930 -0.053
H -5.824 -0.465 -1.094
H -6.027 -0.612 0.718
C -2.436 -3.630 0.255
C -1.930 -5.035 0.336
N -2.233 -5.646 1.633
C -1.496 -6.920 1.693
C 0.000 -6.764 2.104
C -3.648 -5.977 1.693
C -4.065 -6.284 3.121
H -2.035 -2.948 1.007
H -3.533 -3.564 0.322
H -2.186 -3.147 -0.703
H -2.380 -5.553 -0.543
H -0.877 -5.177 0.150
H -1.936 -7.468 2.528
H -1.540 -7.535 0.781
H 0.534 -6.133 1.336
H 0.067 -6.317 3.102
H 0.462 -7.730 2.208
H -4.017 -6.708 0.952
H -4.130 -5.017 1.512
H -3.586 -5.523 3.750
H -3.723 -7.282 3.432
H -5.189 -6.217 3.204
*
```

Calculated values
HOMO level: -8.210 eV
ΔE to the lowest compared entry with this formula, charge and spin: 360.2 kJ/mol
LUMO: 0.489 eV
Gap between HOMO and LUMO: 0.3197 hartree
Max |F|: 4.2 eV/A

Atomic partial charges in e from the Mulliken method, atoms 1 to 4: -1.06, -0.54, -0.17, 0.05

***

DFT (the ωB97M-V functional and the def2-TZVPD basis) results for a structure of composition C36H42F3KN6O2SSbSe4.

Structure (ORCA input):
```
! wB97M-V def2-TZVPD RIJCOSX def2/J DEFGRID3
* xyz -1 1
K 1.184 1.003 -2.428
C 0.771 -1.746 1.081
C 0.706 -1.346 2.535
C 1.766 -1.571 3.402
C 1.695 -1.189 4.735
C 0.549 -0.571 5.207
C -0.534 -0.323 4.368
C -1.760 0.366 4.906
C -0.442 -0.718 3.034
N -1.451 -0.385 2.108
C -2.383 -1.185 1.810
C -2.651 -2.534 2.416
C -3.305 -0.777 0.702
C -4.659 -0.229 1.081
N -2.853 -1.007 -0.448
C -3.599 -0.737 -1.628
C -3.407 0.465 -2.289
C -2.452 1.495 -1.748
C -4.033 0.653 -3.518
C -4.837 -0.333 -4.065
C -5.014 -1.528 -3.384
C -4.390 -1.753 -2.163
C -4.522 -3.071 -1.447
H 1.754 -2.146 0.831
H 0.556 -0.900 0.423
H 0.028 -2.507 0.836
H 2.656 -2.061 3.023
H 2.528 -1.374 5.400
H 0.483 -0.275 6.248
H -1.983 0.019 5.916
H -2.636 0.190 4.285
H -1.609 1.447 4.957
H -1.952 -2.765 3.218
H -2.576 -3.291 1.632
H -3.671 -2.576 2.804
H -4.581 0.414 1.960
H -5.342 -1.047 1.325
H -5.090 0.331 0.252
H -2.830 2.065 -0.894
H -2.183 2.172 -2.559
H -1.550 0.967 -1.433
H -3.825 1.559 -4.075
H -5.278 -0.190 -5.041
H -5.604 -2.323 -3.826
H -5.069 -3.785 -2.061
H -5.053 -2.969 -0.495
H -3.537 -3.488 -1.225
F 4.119 -6.036 -2.217
C 2.975 -5.368 -2.501
F 2.499 -5.891 -3.646
F 2.099 -5.687 -1.526
C 3.211 -3.886 -2.596
C 4.507 -3.403 -2.599
C 4.734 -2.039 -2.687
C 3.625 -1.218 -2.742
N 2.378 -1.665 -2.738
C 2.151 -2.969 -2.707
S 0.482 -3.529 -2.904
H 5.333 -4.097 -2.538
H 5.734 -1.631 -2.710
H 3.729 -0.142 -2.810
C -0.164 2.464 1.333
N -0.253 3.597 0.421
C -1.120 4.711 0.762
C 0.584 3.635 -0.632
C 0.484 4.803 -1.580
O 1.376 2.716 -0.852
H -1.056 2.426 1.949
H 0.720 2.536 1.972
H -0.108 1.534 0.773
H -1.816 4.381 1.529
H -1.702 5.035 -0.100
H -0.561 5.566 1.153
H 0.382 5.759 -1.069
H -0.384 4.662 -2.229
H 1.372 4.811 -2.204
N 4.188 2.844 4.161
C 3.950 3.425 2.956
O 3.811 4.624 2.819
C 3.858 2.479 1.791
C 4.349 2.883 0.561
C 4.229 2.016 -0.512
N 3.656 0.818 -0.427
C 3.185 0.442 0.756
C 3.264 1.229 1.896
H 4.284 3.441 4.964
H 4.421 1.872 4.238
H 4.793 3.862 0.449
H 4.595 2.304 -1.492
H 2.707 -0.532 0.792
H 2.834 0.879 2.826
Se 1.968 -1.495 -6.079
Sb -0.250 -0.823 -5.384
Se -2.125 -1.702 -6.609
Se -0.375 1.603 -4.933
Se -0.687 -1.689 -2.846
*
```

Calculated values
HOMO level: -3.669 eV
ΔE to the lowest compared entry with this formula, charge and spin: 74.0 kJ/mol
LUMO: 1.603 eV
Gap between HOMO and LUMO: 0.1937 hartree
Max |F|: 1.4 eV/A

Atomic partial charges in e from the Mulliken method, atoms 1 to 4: 0.81, -2.04, 1.56, -0.65

***

DFT (the ωB97M-V functional and the def2-TZVPD basis) results for the ion C4H10NO with charge +1.

Structure (ORCA input):
```
! wB97M-V def2-TZVPD RIJCOSX def2/J DEFGRID3
* xyz 1 1
C 0.912 1.001 -0.911
C -0.251 0.059 -0.665
C -0.658 -0.126 0.797
C 0.488 -0.782 1.577
O 1.365 -1.345 0.983
N -1.520 0.754 -1.301
H 1.080 0.956 -1.994
H 0.768 1.939 -0.390
H 1.788 0.437 -0.589
H -0.210 -0.885 -1.199
H -1.016 0.752 1.335
H -1.426 -0.907 0.868
H 0.652 -0.662 2.657
H -1.801 1.606 -0.815
H -1.208 1.044 -2.241
H -2.323 0.127 -1.416
*
```

Calculated values
HOMO level: -13.890 eV
SMILES string: C[C@H]([NH3+])CC=O
ΔE to the lowest compared entry with this formula, charge and spin: 88.7 kJ/mol
LUMO: -3.770 eV
Gap between HOMO and LUMO: 0.3719 hartree
Max |F|: 2.3 eV/A

Atomic partial charges in e from the Mulliken method, atoms 1 to 4: -1.31, 0.09, -0.63, -0.16

***

DFT (the ωB97M-V functional and the def2-TZVPD basis) results for the molecule CBrFN2O4.

Structure (ORCA input):
```
! wB97M-V def2-TZVPD RIJCOSX def2/J DEFGRID3
* xyz 0 1
C 0.732 -0.010 -0.129
N -0.729 -0.811 -0.846
N 0.223 0.525 1.089
O -1.314 -1.337 -0.015
O 0.853 0.447 2.080
O -0.780 -0.692 -2.012
O -0.821 1.111 0.895
F 1.075 0.974 -0.901
Br 2.230 -1.122 0.084
*
```

Calculated values
HOMO level: -11.087 eV
SMILES string: O=[N+]([O-])C(F)(Br)[N+](=O)[O-]
ΔE to the lowest compared entry with this formula, charge and spin: 52.1 kJ/mol
LUMO: -1.109 eV
Gap between HOMO and LUMO: 0.3667 hartree
Max |F|: 6.2 eV/A

Atomic partial charges in e from the Mulliken method, atoms 1 to 4: 0.38, 0.92, 0.90, -0.47